Entry from OMol25: one molecule with the formula C3H5FN2 at a distorted geometry (ωB97M-V with the def2-TZVPD basis set).

```
11
Properties=species:S:1:pos:R:3:lowdin_charge:R:1
H -1.010 1.343 -1.944 0.017
H 0.285 -1.697 0.569 0.021
C -0.166 -1.122 1.308 0.135
N -1.119 1.359 -0.948 0.139
H 1.706 -0.052 -0.403 0.099
H 0.875 0.010 -2.160 0.176
N 0.892 -0.042 -1.027 0.067
F -0.802 1.149 1.767 0.026
C -0.192 0.587 -0.372 -0.488
C -0.191 0.223 0.929 -0.307
H -0.278 -1.758 2.282 0.116
```

Properties
orbital gap = 9.325 eV
total energy = -326.595563 hartree
2S+1 = 1
strongest force on any atom = 9.1 eV/Å
HOMO = -9.2 eV